No. 1
{
  "formula": "C3H2F2S2",
  "method": "ωB97M-V with the def2-TZVPD basis set",
  "fmax_ev_per_a": 2.8,
  "spin_multiplicity": 1,
  "relative_energy_kj_mol": 394.80,
  "gap_ev": [7.58, 7.56],
  "homo_ev": [-8.8, -8.8],
  "elements": ["S", "C", "C", "H", "C", "F", "S", "H", "F"],
  "xyz": [[-2.24094, 0.59308, 0.86352], [1.57989, -1.39956, -0.14119], [1.52654, -0.85408, -1.21357], [0.89339, -0.42315, -1.98554], [-0.53927, 0.81645, 0.79118], [0.10988, 1.66466, -0.07683], [-3.25140, 1.66955, -0.42507], [0.09566, -0.00124, 1.24418], [1.82625, -2.06572, 0.94331]],
  "forces_ev_per_angstrom": [[2.6, 0.9, -0.8], [0.7, -0.7, 0.2], [-1.5, 0.0, 0.1], [1.0, -0.1, 0.2], [-1.1, -0.4, -1.1], [-1.4, -1.5, 1.7], [0.5, -0.3, 0.6], [-0.7, 1.4, -0.3], [-0.1, 0.6, -0.7]]
}

No. 2
{
  "formula": "C3H2F3N",
  "method": "ωB97M-V with the def2-TZVPD basis set",
  "fmax_ev_per_a": 4.1,
  "spin_multiplicity": 1,
  "relative_energy_kj_mol": 241.33,
  "gap_ev": 9.93,
  "smiles": "C1=CN=1.FC(F)F",
  "homo_ev": -10.3,
  "elements": ["H", "C", "F", "C", "F", "F", "C", "H", "N"],
  "xyz": [[-0.59005, 0.58856, 0.75958], [-0.55395, 1.40418, -0.02497], [0.24406, 2.38326, 0.18755], [0.84520, -1.32417, 1.11134], [-1.85102, 1.86666, -0.06153], [-0.15508, 0.85666, -1.18800], [0.90642, -1.98682, -0.11392], [1.36144, -2.44239, -0.91701], [-0.20702, -1.34593, 0.24695]],
  "forces_ev_per_angstrom": [[0.5, 1.5, -0.8], [-2.0, -2.5, 1.1], [1.1, 1.8, 0.8], [0.8, -0.1, 0.8], [1.0, -0.1, -0.8], [-0.8, 0.1, -0.4], [-2.4, 2.5, 2.2], [0.6, -1.1, -1.6], [1.1, -2.0, -1.4]]
}

No. 3
{
  "formula": "C3H2F3O3",
  "method": "ωB97M-V with the def2-TZVPD basis set",
  "fmax_ev_per_a": 2.7,
  "total_charge": -1,
  "spin_multiplicity": 1,
  "relative_energy_kj_mol": 82.58,
  "gap_ev": 9.03,
  "homo_ev": -5.1,
  "elements": ["O", "F", "O", "H", "O", "H", "F", "F", "C", "C", "C"],
  "xyz": [[0.38334, 0.88947, -1.57941], [2.88832, 0.45119, -0.50460], [-1.75884, -0.46815, -0.80911], [1.96320, 0.72204, 1.17297], [-0.72588, -1.40096, 0.87831], [-1.48226, 0.24514, -1.46435], [-0.88592, 1.12087, 1.04639], [2.03423, -1.16297, 0.62081], [-0.70040, -0.56604, 0.00558], [1.84550, 0.08472, 0.30014], [0.52904, 0.24676, -0.55038]],
  "forces_ev_per_angstrom": [[1.1, -0.7, 1.2], [0.6, 0.2, -0.6], [0.4, 1.5, -1.9], [-0.8, 0.0, 0.2], [0.9, -0.3, -0.1], [-0.7, -1.0, 0.9], [0.7, 0.2, -0.5], [0.2, -2.1, 0.5], [-0.2, -0.2, 0.9], [-0.5, 2.3, -1.2], [-1.7, -0.1, 0.7]]
}

No. 4
{
  "formula": "C3H2F4O3S",
  "method": "ωB97M-V with the def2-TZVPD basis set",
  "fmax_ev_per_a": 5.0,
  "spin_multiplicity": 1,
  "relative_energy_kj_mol": 61.84,
  "gap_ev": 10.64,
  "homo_ev": -11.6,
  "elements": ["S", "C", "F", "H", "F", "O", "F", "C", "O", "C", "O", "F", "H"],
  "xyz": [[1.38259, 1.32291, -1.51664], [-0.36742, 1.02195, 0.40140], [-1.53271, 1.58079, 0.03822], [-0.70589, -2.08923, 1.46041], [1.17590, -1.06168, 1.59335], [0.78473, 1.90465, -2.64028], [-0.46356, 1.08276, 1.76645], [0.15577, -1.61111, 0.81385], [0.45242, -0.31659, -1.25545], [-0.42515, -0.50440, -0.14163], [0.71873, 1.71254, 0.00131], [-1.72388, -0.73654, -0.60964], [0.54844, -2.30605, 0.08863]],
  "forces_ev_per_angstrom": [[-1.5, -3.7, 3.0], [-2.5, -1.5, 2.1], [0.2, 0.7, -1.0], [1.9, 1.1, -1.1], [-0.9, -0.6, -0.7], [-0.8, 0.9, -0.8], [0.9, -0.2, -0.4], [-2.3, 0.5, 0.2], [0.7, 0.1, -0.4], [1.6, 3.0, -1.0], [0.6, 0.7, -1.1], [1.9, -0.4, 0.8], [0.4, -0.6, 0.3]]
}

No. 5
{
  "formula": "C3H2FLuO2",
  "method": "ωB97M-V with the def2-TZVPD basis set",
  "fmax_ev_per_a": 4.6,
  "s_squared": 0.753,
  "total_charge": 3,
  "spin_multiplicity": 2,
  "gap_ev": [6.04, 8.62],
  "homo_ev": [-22.9, -25.5],
  "elements": ["F", "Lu", "O", "H", "C", "C", "C", "O", "H"],
  "xyz": [[-1.14416, 0.85043, 1.05707], [2.14544, -0.33326, 1.55527], [1.79202, 1.97552, -1.22676], [-2.25219, 0.39832, -0.58600], [-0.71815, -1.12920, -0.07143], [-1.36017, 0.14068, -0.01306], [2.31152, 1.29082, -0.48454], [0.48417, -1.22481, 0.29590], [-1.25848, -1.96849, -0.52646]],
  "forces_ev_per_angstrom": [[0.9, 0.4, -0.5], [-1.9, -1.0, -2.3], [1.9, -2.0, 2.0], [0.1, 0.2, -0.1], [-0.9, 0.9, -1.3], [-1.9, -1.0, 0.9], [-2.0, 1.7, -1.5], [3.4, 0.8, 2.9], [0.3, -0.1, -0.1]]
}

No. 6
{
  "formula": "C3H2FN4O4",
  "method": "ωB97M-V with the def2-TZVPD basis set",
  "fmax_ev_per_a": 3.4,
  "total_charge": 1,
  "spin_multiplicity": 1,
  "relative_energy_kj_mol": 6.25,
  "gap_ev": [8.26, 8.26],
  "homo_ev": [-14.7, -14.7],
  "elements": ["O", "H", "C", "N", "N", "O", "O", "O", "H", "F", "N", "C", "N", "C"],
  "xyz": [[3.03452, -1.75989, 1.48299], [-2.84011, -0.42187, 0.50654], [0.10247, 0.73177, -0.75978], [1.17384, -0.65503, 0.89915], [2.08351, -1.21199, 1.15266], [0.44126, 2.50718, 0.67852], [-1.81525, -2.72288, -1.11584], [2.01961, 2.00716, -0.75247], [-0.92690, 1.26889, 0.68466], [0.55427, -0.03363, -1.69179], [0.98493, 1.89420, -0.24412], [-1.90645, -1.66733, -0.70360], [-0.92638, 0.51785, -0.00686], [-1.97931, -0.45443, -0.13007]],
  "forces_ev_per_angstrom": [[1.5, -1.0, 0.3], [-0.2, 0.8, 0.4], [-0.7, -0.4, 1.1], [-2.3, 1.1, -0.6], [1.7, -0.8, 0.9], [0.9, -0.4, -1.0], [-0.4, 0.0, -0.3], [2.1, 0.5, -0.9], [-0.6, 0.2, 0.6], [-0.6, 0.8, 0.5], [-3.1, -0.6, 1.3], [1.4, 0.5, 0.1], [-0.5, -0.8, -2.8], [0.7, 0.1, 0.3]]
}

No. 7
{
  "formula": "C3H2FNO",
  "method": "ωB97M-V with the def2-TZVPD basis set",
  "fmax_ev_per_a": 3.5,
  "spin_multiplicity": 1,
  "relative_energy_kj_mol": 49.70,
  "gap_ev": 10.61,
  "smiles": "Fc1cocn1",
  "homo_ev": -9.7,
  "elements": ["O", "C", "H", "C", "F", "H", "C", "N"],
  "xyz": [[-0.71628, -1.13589, -0.73995], [0.46599, 0.45557, 0.05792], [-2.06190, -1.34873, 0.77227], [0.37568, -0.40988, -0.97241], [1.30322, 1.55975, 0.30355], [1.13879, -0.75946, -1.65797], [-1.19316, -0.72204, 0.45867], [-0.42380, 0.17367, 0.97261]],
  "forces_ev_per_angstrom": [[-0.7, -1.1, 0.0], [2.6, 2.2, 0.1], [0.9, 1.2, 0.2], [1.8, 0.7, -0.6], [-1.2, -2.5, -0.8], [-0.7, 0.3, -0.4], [-0.1, -1.5, -0.5], [-2.7, 0.6, 2.0]]
}

No. 8
{
  "formula": "C3H2FO2",
  "method": "ωB97M-V with the def2-TZVPD basis set",
  "fmax_ev_per_a": 2.3,
  "total_charge": -1,
  "spin_multiplicity": 1,
  "relative_energy_kj_mol": 480.33,
  "gap_ev": 7.29,
  "homo_ev": -3.2,
  "elements": ["O", "O", "F", "C", "C", "H", "H", "C"],
  "xyz": [[-0.31768, 1.45387, 1.60187], [-0.19064, 0.62266, -0.37551], [-1.42770, -1.08145, 1.51140], [0.74954, -0.90254, -2.12630], [0.32690, -0.17538, -1.25420], [-0.23396, 1.32388, 2.55313], [1.06780, -1.56917, -2.89996], [0.02575, 0.32813, 0.98957]],
  "forces_ev_per_angstrom": [[-1.1, 0.6, -0.3], [-0.6, 0.5, -0.1], [0.2, 0.9, -0.3], [-0.3, 0.6, 0.6], [0.1, -1.0, -0.5], [0.1, -0.4, -0.3], [-0.1, 0.3, 0.3], [1.7, -1.5, 0.6]]
}

No. 9
{
  "formula": "C3H2FO2Rb",
  "method": "ωB97M-V with the def2-TZVPD basis set",
  "fmax_ev_per_a": 1.9,
  "spin_multiplicity": 1,
  "relative_energy_kj_mol": 217.07,
  "gap_ev": 4.38,
  "homo_ev": -6.0,
  "elements": ["H", "Rb", "C", "O", "C", "C", "F", "H", "O"],
  "xyz": [[0.37980, 1.58821, 1.13857], [-0.09829, -4.32505, -0.34332], [-0.61743, -0.21163, 0.40766], [0.86268, 1.09674, -0.86731], [0.10409, 0.42782, -1.69141], [0.56427, 0.70344, 0.52115], [-1.74134, 0.49336, 0.96480], [1.48391, 0.24409, 0.90307], [-0.93770, -0.01700, -1.03321]],
  "forces_ev_per_angstrom": [[-0.2, 0.0, -0.2], [-0.1, 0.8, 0.1], [-1.3, -0.1, 0.3], [1.3, -0.3, 0.7], [-1.4, 1.0, -0.8], [0.6, 0.6, 0.3], [0.4, -0.2, 0.4], [-0.2, -0.1, -0.2], [1.0, -1.6, -0.6]]
}

No. 10
{
  "formula": "C3H2FO3Yb",
  "method": "ωB97M-V with the def2-TZVPD basis set",
  "fmax_ev_per_a": 4.5,
  "s_squared": 0.765,
  "total_charge": 2,
  "spin_multiplicity": 2,
  "relative_energy_kj_mol": 0.00,
  "gap_ev": [9.52, 6.38],
  "homo_ev": [-18.6, -18.5],
  "elements": ["C", "C", "O", "O", "F", "O", "C", "Yb", "H", "H"],
  "xyz": [[2.18139, -0.36546, -0.68308], [-1.82946, -1.30976, -0.15025], [2.92802, -1.04722, -1.22857], [1.64613, 0.40633, 0.03012], [-1.07201, -1.06520, 1.03119], [-2.15542, 0.99391, -0.11075], [-2.48716, -0.19536, -0.55031], [-0.37728, 1.12350, 1.09973], [-1.98598, -2.36225, -0.35312], [-3.40497, -0.31588, -1.13974]],
  "forces_ev_per_angstrom": [[3.1, -0.7, -0.1], [1.2, -1.5, 2.8], [-1.6, 0.5, 0.1], [-1.6, 0.2, 0.0], [-0.5, -1.0, -1.8], [-1.3, -3.1, -1.5], [-1.4, 4.3, -0.1], [1.5, 1.1, 1.0], [0.2, 0.0, -0.1], [0.4, 0.2, -0.3]]
}